(1)
Entry from the OMol25 dataset: a molecular structure, C15H15Cl3GaN6O4 (the ωB97M-V functional and the def2-TZVPD basis).

Structure (XYZ):
```
44
Properties=species:S:1:pos:R:3:nbo_charge:R:1
Ga -1.238 2.453 -0.542 1.938
N 0.904 2.532 -0.907 -0.873
C 1.322 3.945 -0.743 -0.359
C 0.227 4.767 -0.069 0.773
O 0.434 5.891 0.276 -0.530
O -0.936 4.137 0.064 -0.857
H 1.324 1.954 -0.186 0.407
H 1.215 2.148 -1.793 0.417
H 1.513 4.395 -1.715 0.248
H 2.226 4.035 -0.146 0.245
Cl -5.916 1.571 -0.162 0.076
C -5.031 2.861 -0.972 -0.221
Cl -5.325 4.420 -0.187 0.091
Cl -5.479 2.935 -2.664 0.091
C -3.528 2.596 -0.804 0.747
O -2.732 2.684 -1.798 -0.727
O -3.055 2.314 0.328 -0.691
C -0.701 0.025 1.808 -0.676
C -0.892 -0.361 0.384 0.450
N -1.070 0.480 -0.628 -0.654
C -1.236 -0.265 -1.786 -0.074
C -1.141 -1.571 -1.457 -0.049
N -0.925 -1.617 -0.093 -0.323
C -0.735 -2.837 0.704 -0.040
N 0.558 -2.877 1.301 -0.248
N 0.677 -2.741 2.658 -0.020
N 1.903 -2.830 2.978 -0.174
C 2.652 -3.022 1.827 0.028
C 4.029 -3.172 1.657 -0.165
C 4.487 -3.346 0.371 -0.219
C 3.604 -3.371 -0.727 -0.172
C 2.241 -3.224 -0.574 -0.267
C 1.788 -3.056 0.736 0.143
H -0.931 1.082 1.942 0.243
H 0.319 -0.168 2.144 0.264
H -1.362 -0.542 2.463 0.271
H -1.436 0.196 -2.739 0.251
H -1.222 -2.461 -2.057 0.250
H -0.892 -3.683 0.040 0.231
H -1.462 -2.872 1.510 0.253
H 4.694 -3.157 2.511 0.244
H 5.546 -3.473 0.193 0.233
H 4.009 -3.517 -1.720 0.229
H 1.574 -3.258 -1.426 0.217
```

Results
* DFT total energy: -4515.346497 a.u.
* net charge: +1
* energy above the lowest of the compared OMol25 structures with the same formula, charge and spin: 6.2 kcal per mole
* Kohn-Sham gap: 9.01 eV



(2)
Entry from the OMol25 dataset: C15H15ClN4O2S2 in the gas phase (the ωB97M-V functional and the def2-TZVPD basis).

Structure (XYZ):
```
39
Properties=species:S:1:pos:R:3:nbo_charge:R:1
C -3.040 -2.133 -1.376 -0.659
C -1.575 -2.081 -0.862 0.054
C -0.433 -2.330 -1.605 -0.186
C 0.737 -2.347 -1.077 -0.297
C 0.873 -2.025 0.095 0.218
N 2.139 -1.637 0.814 -0.539
C 3.260 -1.432 0.233 0.569
O 3.467 -2.137 -0.902 -0.686
C 4.361 -0.923 0.795 -0.513
S 4.287 0.820 0.111 0.333
C 2.678 0.994 -0.108 -0.233
N 1.813 1.226 0.918 -0.249
N 0.683 1.564 0.400 -0.263
C -0.385 1.835 1.497 -0.235
C -1.090 2.973 0.940 -0.430
C -2.344 2.911 0.189 -0.475
C -2.176 1.824 -0.829 0.685
O -2.993 1.197 -1.349 -0.548
N -0.842 1.527 -1.555 -0.611
C 0.294 1.526 -0.763 0.343
S 1.880 1.312 -1.719 0.356
C -0.329 -1.607 1.055 -0.227
C -1.623 -1.750 0.612 -0.140
Cl -2.912 -1.116 1.283 0.120
H -3.762 -2.633 -0.968 0.211
H -3.454 -1.096 -1.353 0.252
H -3.086 -2.606 -2.399 0.208
H -0.667 -2.569 -2.554 0.218
H 1.510 -2.642 -1.638 0.277
H 2.025 -1.246 1.694 0.395
H 5.367 -1.046 0.820 0.269
H 4.113 -0.560 1.828 0.211
H 0.123 2.140 2.315 0.242
H -1.196 1.057 1.429 0.231
H -1.428 3.884 1.770 0.221
H -0.439 3.743 0.544 0.248
H -3.162 2.748 0.355 0.195
H -2.461 3.779 -0.563 0.246
H -0.214 -1.146 1.925 0.188
```

Results
* DFT total energy: -2206.226075 a.u.
* energy above the lowest of the compared OMol25 structures with the same formula, charge and spin: 241.1 kcal per mole
* Kohn-Sham gap: 7.72 eV



(3)
Entry from the OMol25 dataset: a molecular structure, C15H15DyN3P (the ωB97M-V functional and the def2-TZVPD basis).

Structure (XYZ):
```
35
Properties=species:S:1:pos:R:3:lowdin_charge:R:1
C 4.788 1.826 -1.316 -0.272
C 4.898 1.023 -0.144 -0.257
C 4.556 -0.316 -0.509 -0.262
C 4.275 -0.341 -1.909 -0.243
C 4.413 0.987 -2.405 -0.249
Dy 2.448 0.993 -0.751 1.130
P 1.272 3.385 -1.370 0.672
H 4.982 2.891 -1.381 0.093
H 5.078 1.393 0.862 0.095
H 4.415 -1.144 0.178 0.100
H 4.321 1.296 -3.440 0.097
H 3.968 -1.204 -2.492 0.100
H 1.034 3.652 -2.757 -0.095
H 1.685 4.556 -0.683 -0.114
H -0.075 3.263 -0.881 -0.101
N -6.509 -3.748 3.111 0.135
C -5.653 -3.074 2.703 -0.202
C -4.581 -2.281 2.175 -0.254
C -3.513 -1.902 3.008 -0.018
C -2.396 -1.274 2.439 -0.009
C -2.441 -0.995 1.083 -0.229
C -3.535 -1.255 0.262 -0.013
C -4.616 -1.945 0.813 -0.022
N -1.332 -0.342 0.505 -0.060
C -1.507 0.547 -0.547 -0.091
C -0.318 0.639 -1.206 -0.274
N 0.606 -0.248 -0.587 -0.220
C -0.035 -0.752 0.513 -0.172
H -3.540 -2.110 4.070 0.116
H -1.545 -0.919 3.011 0.114
H -3.513 -0.940 -0.784 0.110
H -5.446 -2.223 0.170 0.119
H -2.465 0.995 -0.746 0.112
H -0.058 1.106 -2.133 0.060
H 0.341 -1.539 1.135 0.102
```

Results
* DFT total energy: -1971.089228 a.u.
* energy above the lowest of the compared OMol25 structures with the same formula, charge and spin: 24.8 kcal per mole
* 2S+1: 6
* Kohn-Sham gap (alpha / beta): 6.91 / 3.82 eV



(4)
Entry from the OMol25 dataset: C15H15FN6 in the gas phase (the ωB97M-V functional and the def2-TZVPD basis).

Structure (XYZ):
```
37
Properties=species:S:1:pos:R:3:nbo_charge:R:1
F -3.149 -0.238 0.985 -0.351
C -3.310 0.916 0.277 0.392
C -4.612 1.288 0.007 -0.278
C -4.867 2.423 -0.739 -0.231
C -3.797 3.175 -1.196 -0.206
C -2.502 2.802 -0.907 -0.229
C -2.202 1.652 -0.161 0.086
N -0.882 1.360 0.134 -0.435
C -0.492 0.454 1.188 -0.219
C -0.198 -0.960 0.654 -0.226
N 0.806 -0.872 -0.377 -0.394
C 2.095 -1.241 -0.241 0.478
N 2.939 -0.802 -1.185 -0.568
C 4.216 -1.135 -1.147 0.292
N 4.835 -1.882 -0.259 -0.514
C 4.008 -2.345 0.679 0.366
N 4.325 -3.157 1.706 -0.351
N 3.250 -3.453 2.451 -0.232
C 2.227 -2.830 1.922 -0.029
C 2.614 -2.085 0.777 -0.285
C 0.413 0.015 -1.450 -0.244
C 0.131 1.422 -0.898 -0.216
H -5.411 0.666 0.379 0.228
H -5.882 2.713 -0.958 0.217
H -3.973 4.070 -1.774 0.216
H -1.690 3.427 -1.245 0.214
H -1.253 0.419 1.964 0.228
H 0.429 0.852 1.632 0.195
H 0.137 -1.594 1.467 0.214
H -1.108 -1.388 0.223 0.209
H 4.826 -0.732 -1.945 0.176
H 5.228 -3.539 1.930 0.417
H 1.264 -2.957 2.376 0.207
H 1.221 0.046 -2.180 0.260
H -0.497 -0.383 -1.910 0.195
H -0.190 2.067 -1.713 0.216
H 1.052 1.828 -0.465 0.200
```

Results
* DFT total energy: -1009.006395 a.u.
* energy above the lowest of the compared OMol25 structures with the same formula, charge and spin: 0.0 kcal per mole
* Kohn-Sham gap: 8.55 eV



(5)
Entry from the OMol25 dataset: C15H15N2O3PS in the gas phase (the ωB97M-V functional and the def2-TZVPD basis).

Structure (XYZ):
```
37
Properties=species:S:1:pos:R:3:nbo_charge:R:1
C -5.137 4.141 1.926 -0.642
C -3.947 3.585 1.165 -0.002
C -3.769 2.177 0.986 -0.185
C -2.581 1.546 0.562 -0.201
C -1.409 2.303 0.547 -0.085
C -0.091 1.633 0.243 -0.127
C 0.100 0.276 0.327 -0.230
C 1.543 -0.192 -0.036 -0.146
C 2.115 -1.447 -0.215 0.295
C 1.263 -2.735 -0.166 -0.445
C 1.147 -3.595 -1.448 -0.772
P 2.746 -4.493 -1.732 2.327
O 3.496 -3.933 -2.811 -1.145
O 3.610 -4.291 -0.405 -1.042
O 2.675 -6.039 -2.008 -0.952
N 3.373 -1.532 -0.458 -0.497
C 4.085 -0.458 -0.436 0.281
N 3.649 0.756 -0.443 -0.437
C 2.368 0.857 -0.364 0.106
S 1.497 2.398 -0.166 0.359
C -1.563 3.715 0.578 -0.181
C -2.775 4.315 0.864 -0.206
H -5.788 3.349 2.167 0.220
H -5.742 4.687 1.165 0.223
H -5.008 4.860 2.793 0.237
H -4.681 1.532 1.133 0.208
H -2.562 0.510 0.751 0.213
H -0.678 -0.517 0.474 0.222
H 1.573 -3.302 0.659 0.241
H 0.293 -2.411 0.106 0.217
H 0.434 -4.376 -1.387 0.244
H 0.939 -3.113 -2.389 0.261
H 3.596 -3.261 -0.227 0.521
H 3.551 -6.099 -2.270 0.498
H 5.131 -0.658 -0.585 0.188
H -0.755 4.452 0.386 0.221
H -2.701 5.358 0.712 0.213
```

Results
* DFT total energy: -1655.406901 a.u.
* energy above the lowest of the compared OMol25 structures with the same formula, charge and spin: 0.0 kcal per mole
* Kohn-Sham gap: 8.37 eV



(6)
Entry from the OMol25 dataset: a molecular structure, C15H16AsCl3CoN5O5S2Se (the ωB97M-V functional and the def2-TZVPD basis).

Structure (XYZ):
```
49
Properties=species:S:1:pos:R:3:nbo_charge:R:1
Co 0.436 -0.075 -0.099 1.253
O -5.303 1.521 1.397 -0.487
C -4.239 1.154 0.962 0.391
C -3.684 -0.278 1.004 0.380
O -4.284 -1.285 1.316 -0.532
C -2.259 -0.163 0.587 0.267
C -1.964 1.199 0.229 0.218
O -0.795 1.547 -0.117 -0.664
C -3.162 2.049 0.341 0.378
O -3.267 3.218 0.004 -0.570
O -1.354 -1.049 0.549 -0.650
Se -1.292 -0.406 -4.531 -0.204
C -0.498 -0.460 -2.932 0.167
N 0.062 -0.512 -1.908 -0.656
Cl 0.815 -5.449 1.065 0.107
C 0.753 -3.934 1.971 -0.234
Cl -0.845 -3.617 2.631 0.141
Cl 2.000 -3.890 3.237 0.080
C 1.039 -2.840 1.047 0.388
N 1.270 -1.939 0.358 -0.344
C -1.097 -0.535 5.777 -0.596
C -1.123 0.685 4.866 -0.453
C -0.094 0.605 3.801 0.082
N -0.373 0.414 2.572 -0.219
N 0.730 0.359 1.788 -0.380
C 1.853 0.468 2.458 0.265
N 3.078 0.301 1.941 -0.779
S 1.609 0.705 4.144 0.378
H -1.847 -0.439 6.555 0.226
H -0.129 -0.653 6.260 0.201
H -1.305 -1.443 5.211 0.217
H -0.977 1.600 5.444 0.224
H -2.085 0.770 4.359 0.254
H 3.157 0.286 0.935 0.421
H 3.869 0.676 2.439 0.412
C 1.733 2.746 -4.058 -0.970
As 0.974 2.937 -2.303 1.511
C -0.920 2.727 -2.582 -0.938
C 1.167 4.792 -1.838 -0.965
S 2.101 1.778 -0.940 -0.624
H 1.270 3.450 -4.743 0.243
H 1.539 1.725 -4.392 0.271
H 2.808 2.920 -3.995 0.244
H -1.121 3.246 -3.520 0.237
H -1.473 3.183 -1.757 0.282
H -1.181 1.680 -2.691 0.276
H 0.768 5.412 -2.639 0.246
H 2.229 5.002 -1.682 0.245
H 0.615 4.977 -0.917 0.261
```

Results
* DFT total energy: -9428.013348 a.u.
* energy above the lowest of the compared OMol25 structures with the same formula, charge and spin: 50.3 kcal per mole
* Kohn-Sham gap (alpha / beta): 4.95 / 5.34 eV